{"formula": "C13H72N2O31", "method": "the ωB97M-V functional and the def2-TZVPD basis", "species": ["C", "O", "C", "C", "C", "C", "C", "C", "N", "C", "C", "C", "C", "C", "O", "N", "C", "O", "H", "H", "H", "H", "H", "H", "H", "H", "H", "H", "H", "H", "H", "H", "H", "H", "O", "H", "H", "O", "H", "H", "O", "H", "H", "O", "H", "H", "O", "H", "H", "O", "H", "H", "O", "H", "H", "O", "H", "H", "O", "H", "H", "O", "H", "H", "O", "H", "H", "O", "H", "H", "O", "H", "H", "O", "H", "H", "O", "H", "H", "O", "H", "H", "O", "H", "H", "O", "H", "H", "O", "H", "H", "O", "H", "H", "O", "H", "H", "O", "H", "H", "O", "H", "H", "O", "H", "H", "O", "H", "H", "O", "H", "H", "O", "H", "H", "O", "H", "H"], "xyz": [[2.44, -1.03, 0.25], [3.29, 0.02, -0.33], [2.55, 0.87, -1.28], [1.60, 1.93, -0.46], [0.13, 2.21, -1.17], [-1.04, 1.86, -0.07], [-2.48, 1.41, -0.73], [-3.95, 2.07, -0.29], [-4.05, 3.16, 0.78], [-5.33, 1.49, -1.01], [-5.35, 0.31, -2.17], [-3.90, -0.32, -2.60], [-2.54, 0.22, -1.86], [-1.39, -0.72, -2.55], [-0.24, -1.07, -1.97], [-1.99, -1.09, -3.91], [-3.46, -1.47, -3.68], [-4.13, -2.50, -4.22], [2.30, -1.97, -0.45], [3.00, -1.44, 1.22], [1.39, -0.65, 0.64], [3.37, 1.52, -1.84], [2.00, 0.25, -2.11], [2.19, 2.96, -0.43], [1.48, 1.57, 0.66], [0.01, 1.68, -2.21], [0.10, 3.38, -1.39], [-1.25, 2.87, 0.52], [-0.67, 1.08, 0.73], [-5.08, 3.26, 1.01], [-3.64, 4.07, 0.45], [-6.37, 1.93, -0.68], [-6.32, -0.10, -2.68], [-1.86, -0.36, -4.68], [4.99, -2.49, 0.01], [5.76, -2.55, -0.58], [4.63, -1.60, -0.17], [4.14, 0.33, 2.85], [4.08, 0.37, 1.89], [4.48, 1.20, 3.10], [1.21, 2.32, 3.11], [0.51, 1.76, 3.49], [1.98, 2.14, 3.67], [-3.98, -4.73, -1.81], [-3.84, -3.81, -2.07], [-4.69, -5.03, -2.39], [4.44, -5.81, -0.19], [4.38, -5.77, -1.16], [4.78, -4.93, 0.06], [1.70, 0.79, 5.16], [1.59, -0.06, 4.71], [2.20, 0.57, 5.96], [-0.79, -0.17, 3.91], [-1.58, 0.03, 3.39], [-1.14, -0.61, 4.70], [4.74, -5.31, 3.03], [4.68, -5.27, 2.07], [5.08, -4.43, 3.28], [-1.64, -0.72, -7.02], [-1.19, -0.68, -7.87], [-1.57, -1.65, -6.75], [4.42, -8.68, -0.02], [4.56, -7.76, -0.27], [3.71, -8.98, -0.60], [2.30, 3.31, 6.30], [2.19, 2.46, 5.84], [2.80, 3.09, 7.09], [2.02, 2.21, -3.91], [2.16, 3.14, -4.17], [1.31, 1.91, -4.49], [4.69, 3.31, 4.51], [3.80, 3.09, 4.83], [5.11, 3.75, 5.26], [2.56, -2.03, 6.00], [3.01, -2.00, 5.14], [2.63, -2.96, 6.27], [7.52, -0.56, 0.03], [7.19, -0.83, 0.90], [6.98, 0.21, -0.19], [-0.71, 0.88, 7.45], [0.06, 0.82, 6.87], [-1.07, 1.76, 7.27], [1.01, -1.05, -5.19], [0.22, -0.86, -5.71], [0.66, -1.49, -4.40], [2.29, -8.93, 2.46], [3.06, -8.99, 1.88], [1.93, -8.05, 2.28], [-2.48, 4.60, 3.10], [-2.34, 5.52, 2.84], [-3.19, 4.30, 2.52], [-6.62, 4.20, -1.17], [-7.57, 4.36, -1.16], [-6.42, 4.05, -2.11], [-3.68, 6.49, 0.78], [-3.54, 7.41, 0.52], [-4.40, 6.19, 0.20], [4.12, -0.96, -3.88], [4.26, -0.04, -4.14], [3.40, -1.26, -4.46], [-2.08, 9.45, 1.38], [-2.41, 9.18, 2.25], [-2.62, 10.23, 1.16], [-0.90, -9.29, 2.63], [-0.83, -10.25, 2.75], [0.01, -9.00, 2.47], [-4.20, 3.67, -2.97], [-4.13, 2.71, -2.86], [-3.29, 3.95, -3.14], [-6.29, -6.50, -2.26], [-6.88, -7.26, -2.34], [-5.64, -6.78, -1.59], [-8.12, 0.53, -3.81], [-8.84, 0.92, -4.31], [-8.16, -0.41, -4.04], [3.42, 5.04, -4.96], [4.19, 4.97, -5.54], [3.06, 5.92, -5.14]], "mulliken_charge": [-0.47, -0.41, -0.13, 0.15, -0.03, -0.12, 0.77, 0.04, -0.40, -0.58, -0.34, 0.23, -0.02, -0.03, -0.46, -0.06, 0.09, -0.58, 0.23, 0.28, 0.09, 0.05, 0.01, 0.30, -0.31, -0.11, 0.32, 0.18, 0.01, 0.30, 0.22, 0.21, 0.15, 0.31, -0.56, 0.35, 0.34, -0.55, 0.35, 0.26, -0.55, 0.28, 0.19, -0.65, 0.29, 0.38, -0.69, 0.31, 0.27, -0.55, 0.17, 0.29, -0.54, 0.25, 0.29, -0.61, 0.31, 0.32, -0.65, 0.30, 0.35, -0.61, 0.36, 0.32, -0.61, 0.29, 0.35, -0.50, 0.28, 0.24, -0.64, 0.43, 0.28, -0.62, 0.30, 0.30, -0.64, 0.33, 0.31, -0.65, 0.36, 0.32, -0.64, 0.31, 0.34, -0.67, 0.34, 0.33, -0.60, 0.29, 0.34, -0.58, 0.28, 0.30, -0.61, 0.31, 0.29, -0.59, 0.30, 0.28, -0.66, 0.33, 0.33, -0.65, 0.31, 0.34, -0.63, 0.33, 0.29, -0.65, 0.30, 0.32, -0.63, 0.29, 0.31, -0.60, 0.31, 0.30], "orbital_gap_ev": 7.3752, "e_lumo_ha": -0.04868, "homo_energy_ev": -8.700, "total_charge": 0, "largest_force_ev_per_a": 8.892}